DFT (the ωB97M-V functional and the def2-TZVPD basis) results for an isolated molecule of C2H3NOS2 at a distorted geometry.

```
9
Properties=species:S:1:pos:R:3:forces:R:3
C -0.208442 0.583220 -0.643815 2.70 -0.89 -0.26
C 0.209003 0.189702 0.749264 0.58 -1.31 0.41
N 0.430407 0.017670 -1.621535 -0.97 1.13 -0.23
O -0.361208 -2.280954 1.371701 -2.92 -2.45 1.99
S -1.345009 1.790365 -0.700437 -1.17 1.15 -0.42
S 0.686748 -1.616698 0.675346 1.98 2.54 -1.59
H 1.110193 0.533512 1.280374 -0.14 1.01 -1.04
H -0.610358 0.392227 1.423988 -0.24 -0.63 0.46
H 0.088666 0.390955 -2.534886 0.19 -0.54 0.67
```
Forces are in eV/Å.

Properties
**Highest occupied orbital energy (spin up / spin down)**: -8.623 / -9.869 eV
**Total charge**: 0
**ΔE to the lowest compared entry with this formula, charge and spin**: 80.08 kcal per mole
**Kohn-Sham gap (spin up / spin down)**: 5.543 / 9.161 eV
**E_tot**: -1004.2599 hartree